Computed, not measured: C16H32NO2PSiW as an isolated structure at a distorted geometry, with the ωB97M-V functional and the def2-TZVPD basis.

```
54
Properties=species:S:1:pos:R:3:forces:R:3
W 0.08008 0.00085 -0.36654 -0.50 1.20 3.97
Si 0.35706 -2.17964 -1.33981 -0.16 -1.70 -1.38
P 0.61646 1.16016 -2.24128 -0.13 0.33 -1.61
N -1.73449 0.15918 -0.24328 2.88 -0.09 0.07
H 1.36592 1.17548 0.28282 -1.54 0.38 -1.32
C 0.88149 2.95401 -2.03154 0.16 0.18 -0.16
H 1.22262 3.38165 -2.98785 -0.15 0.01 0.31
H 1.63369 3.12456 -1.24976 -0.22 -0.04 -0.28
H -0.06273 3.42851 -1.72362 0.31 -0.19 -0.10
C 2.06444 0.59960 -3.21011 0.12 0.35 -0.35
H 2.16800 1.26674 -4.07921 0.15 -0.25 0.09
H 1.92741 -0.43418 -3.55591 -0.07 0.28 0.16
H 2.97686 0.65412 -2.60128 -0.26 0.02 -0.13
C -0.74896 1.11492 -3.46777 0.22 0.27 -0.40
H -0.45743 1.71895 -4.34084 -0.19 -0.17 0.09
H -1.66264 1.53540 -3.02686 0.29 -0.15 0.00
H -0.95646 0.08642 -3.79039 0.12 0.22 0.18
C 2.00529 -3.07952 -1.48992 0.15 -0.14 0.05
H 2.40012 -3.30747 -0.49357 0.03 0.04 -0.24
H 2.74837 -2.50896 -2.05548 0.02 -0.10 0.05
H 1.80844 -4.02352 -2.01664 0.16 0.19 0.10
H -0.40970 -3.14405 -0.48492 -0.22 -0.02 -0.21
H -0.12903 -2.23837 -2.77418 -0.24 -0.16 0.20
C -3.04765 0.06604 -0.36143 -1.97 -0.08 -0.58
C -5.26910 0.96054 0.03056 0.09 -0.13 -0.05
C -3.90315 1.02409 0.25874 0.41 -0.63 -0.50
C -3.60723 -0.98106 -1.16335 -0.18 0.71 0.43
C -4.98180 -1.01473 -1.37363 0.36 0.23 0.30
C -5.80244 -0.04587 -0.78455 -0.44 0.04 -0.03
H -5.91552 1.71013 0.49062 0.05 -0.25 -0.18
H -3.41512 1.79391 0.86274 -0.34 -0.19 -0.17
H -2.92517 -1.70946 -1.60965 -0.24 0.24 0.14
H -5.40377 -1.79809 -2.00069 -0.02 0.18 0.13
H -6.88060 -0.07339 -0.96575 0.36 0.00 0.08
C 2.83622 -0.08070 0.74727 -2.15 -2.97 -0.95
O 1.94429 -0.96498 0.49442 1.95 1.35 1.06
C 2.72067 0.83172 1.90934 0.60 1.47 1.44
H 3.71526 1.25833 2.10247 -0.14 -0.18 0.24
H 2.38098 0.28297 2.80827 0.22 0.06 -0.52
H 2.04814 1.71076 1.77576 0.64 -1.03 0.12
C 4.16263 -0.29574 0.07684 0.17 0.78 -0.43
H 4.71314 0.64978 0.01808 0.05 -0.18 0.03
H 4.06899 -0.71971 -0.93420 -0.18 0.03 0.53
H 4.74818 -0.98831 0.69803 -0.19 0.12 -0.04
C -0.45801 0.89822 3.78332 -0.26 0.32 0.27
C -0.12366 -0.52010 3.41370 -0.37 -0.91 -1.93
C 0.43756 -1.40363 4.49631 0.00 -0.08 0.03
O -0.30630 -0.96530 2.26955 0.51 0.90 1.97
H -0.52989 1.01345 4.87492 0.05 -0.03 -0.32
H -1.41699 1.18620 3.33257 0.35 -0.06 -0.03
H 0.32616 1.58330 3.42413 -0.27 -0.24 0.01
H 0.76793 -2.34724 4.06002 -0.04 0.10 0.09
H 1.27654 -0.89875 5.00055 -0.27 -0.13 -0.06
H -0.34682 -1.60004 5.24659 0.29 0.12 -0.19
```
Forces are in eV/Å.

Multiplicity ... 3
Kohn-Sham gap (spin up / spin down) ... 5.364 / 6.703 eV
LUMO (spin up / spin down) ... -0.06 / -0.12 eV